Entry 1:
Density functional theory data (wB97M-V/def2-TZVPD) for 2 unconnected molecules or ions with the total composition C7H10O in a non-equilibrium geometry.

XYZ file:
```
18
Properties=species:S:1:pos:R:3:nbo_charge:R:1
O 2.87 0.85 -0.47 -0.728
C 3.17 -0.48 0.03 -0.279
C -0.94 -1.01 0.51 -0.220
C -2.06 -1.08 -0.40 -0.207
C -2.83 0.04 -0.50 -0.196
C -0.39 0.06 0.97 -0.225
C -2.22 1.28 -0.11 -0.238
C -1.05 1.30 0.60 -0.202
H -2.55 2.18 -0.67 0.218
H -0.52 2.30 0.73 0.218
H -0.61 -2.12 0.59 0.210
H 0.50 0.10 1.54 0.222
H 3.57 -0.29 1.07 0.186
H 3.48 1.02 -1.47 0.458
H 2.03 -0.92 0.08 0.175
H -2.31 -1.93 -0.98 0.209
H 3.69 -1.23 -0.62 0.188
H -3.83 -0.06 -0.88 0.210
```

Summary:
HOMO in eV: -9.0348
Kohn-Sham gap in eV: 9.7
Total charge: 0
SMILES string: c1ccccc1.CO
LUMO level in eV: 0.71
Energy above the lowest of the compared OMol25 structures with the same formula, charge and spin in kcal/mol: 71.7



Entry 2:
Density functional theory data (wB97M-V/def2-TZVPD) for 2 unconnected molecules or ions with the total composition C5H11O3 in a non-equilibrium geometry.

XYZ file:
```
19
Properties=species:S:1:pos:R:3:nbo_charge:R:1
O 1.61 -0.20 -1.71 -0.777
O 1.29 1.39 -0.13 -0.804
O 0.10 0.01 1.76 -0.792
C -1.78 -0.22 0.24 -0.624
C -1.13 -2.03 1.94 -0.635
C 1.57 0.97 -1.29 0.780
C 1.95 2.03 -2.34 -0.743
C -0.67 -0.92 1.01 0.074
H -0.39 -2.82 2.00 0.205
H 1.42 1.86 -3.28 0.206
H 1.91 3.03 -1.90 0.199
H -2.48 0.16 1.00 0.183
H -2.38 -0.89 -0.39 0.184
H -1.44 0.58 -0.41 0.229
H -1.04 -1.63 2.96 0.216
H 2.98 1.75 -2.59 0.206
H 0.56 0.60 1.10 0.516
H -2.14 -2.36 1.72 0.192
H 0.07 -1.33 0.31 0.184
```

Summary:
HOMO in eV: -4.5217
Kohn-Sham gap in eV: 8.5
Total charge: -1
LUMO level in eV: 3.99
Energy above the lowest of the compared OMol25 structures with the same formula, charge and spin in kcal/mol: 8.9



Entry 3:
Density functional theory data (wB97M-V/def2-TZVPD) for a molecular structure, C34H56BaN2OP3 in a non-equilibrium geometry.

XYZ file:
```
97
Properties=species:S:1:pos:R:3:mulliken_charge:R:1
Ba 0.34 -0.11 0.62 4.321
P 0.14 -2.52 0.68 -1.562
P 0.93 2.08 -0.24 -1.701
P -1.81 0.52 3.35 1.156
O 2.50 -0.05 2.85 -0.294
N 1.70 -0.72 -1.00 1.007
N -0.93 0.13 -1.11 -0.820
C -2.31 2.30 3.61 -1.473
C 3.70 1.68 0.01 -1.941
C 0.03 -3.47 2.34 3.011
C 3.07 3.87 -1.00 -1.675
C -0.70 3.84 -1.83 -1.718
C 1.73 -0.13 1.96 -1.151
C -1.68 3.07 0.36 -1.987
C 2.67 2.83 0.06 2.383
C -0.46 0.76 -2.12 1.232
C 2.27 -1.96 -1.04 -0.092
C -1.36 -3.23 2.95 -1.830
C -1.04 -3.33 -0.60 2.336
C -1.20 0.89 -3.41 0.018
C -1.31 1.14 -5.84 -0.851
C 0.99 1.36 -2.00 -1.614
C 2.67 -0.20 -3.14 -0.523
C 2.72 3.43 1.48 -1.504
C -0.82 -2.61 -1.95 -1.529
C -2.61 0.88 -3.38 -0.131
C -2.72 1.13 -5.79 -0.497
C 3.32 -1.44 -3.16 -1.165
C -0.56 1.03 -4.66 -0.294
C 3.10 -2.34 -2.10 -1.111
C -0.82 -4.84 -0.83 -1.707
C -3.36 1.00 -4.55 -0.823
C 0.32 -4.98 2.19 -1.629
C 1.86 0.14 -2.05 -0.145
C 0.13 4.75 0.38 -1.740
C -3.42 -0.09 4.08 -1.398
C -0.38 3.50 -0.36 2.555
C 1.89 -2.91 0.08 -0.815
C 1.08 -2.88 3.31 -1.959
C -0.79 -0.06 4.80 -1.194
C -2.48 -3.04 -0.12 -1.877
H 3.56 -3.33 -2.10 0.544
H -2.48 3.76 0.05 0.463
H -1.48 3.18 -2.24 0.388
H -0.80 1.24 -6.81 0.422
H -1.41 2.95 3.59 0.309
H 3.96 -1.72 -3.99 0.463
H 0.26 4.56 1.46 0.243
H 0.20 -5.06 -1.17 0.362
H 1.07 5.15 -0.03 0.325
H 0.53 1.03 -4.73 0.295
H 1.27 2.08 -2.79 1.332
H -1.73 -2.00 -2.16 0.297
H -1.79 -2.27 2.62 -0.048
H -1.26 -3.19 4.05 0.532
H -3.09 0.77 -2.40 0.386
H 2.29 3.99 -1.77 0.311
H -2.80 -3.73 0.67 0.328
H -2.76 2.43 4.62 0.474
H -2.08 -4.04 2.72 0.308
H 0.97 -5.29 3.03 0.349
H 2.08 -2.83 2.86 0.318
H 2.79 0.50 -3.97 0.586
H -3.62 0.36 5.07 0.413
H -1.04 -5.44 0.06 0.303
H 0.79 -1.87 3.64 0.042
H 4.60 2.01 0.55 0.766
H -1.25 0.30 5.74 0.500
H 0.23 0.35 4.73 0.250
H 1.89 3.05 2.10 0.160
H -4.26 0.17 3.39 0.382
H -3.08 2.60 2.87 0.403
H -3.30 1.22 -6.71 0.399
H -0.63 5.55 0.27 0.547
H -1.98 2.04 0.11 0.386
H 3.28 4.86 -0.56 0.427
H 4.00 1.43 -1.02 0.325
H -1.52 -5.17 -1.63 0.504
H 2.69 4.53 1.49 0.402
H 3.32 0.76 0.49 0.027
H -1.10 4.88 -1.87 0.600
H 1.14 -3.54 4.19 0.690
H 3.99 3.53 -1.51 0.342
H -0.58 -5.60 2.22 0.386
H -3.17 -3.16 -0.98 0.510
H -2.55 -2.00 0.25 0.360
H 0.18 3.80 -2.48 0.148
H 2.52 -2.72 0.96 0.458
H -0.78 -1.16 4.86 0.283
H -1.56 3.13 1.45 0.003
H 0.86 -5.19 1.25 0.311
H 2.04 -3.96 -0.24 0.750
H 3.67 3.12 1.96 0.430
H -0.69 -3.31 -2.78 0.338
H -4.45 0.99 -4.50 0.405
H 0.04 -1.92 -1.90 0.135
H -3.39 -1.19 4.19 0.356
```

Summary:
HOMO (spin up / spin down) in eV: -9.1594 / -9.0037
Kohn-Sham gap (spin up / spin down) in eV: 5.7 / 5.3
Total charge: +1
LUMO level (spin up / spin down) in eV: -3.47 / -3.70



Entry 4:
Density functional theory data (wB97M-V/def2-TZVPD) for a single C3H7ClO2 molecule in a non-equilibrium geometry.

XYZ file:
```
13
Properties=species:S:1:pos:R:3:nbo_charge:R:1
Cl 3.19 -0.52 0.18 0.166
O 2.20 0.75 -0.46 -0.235
O 1.04 0.94 0.24 -0.234
C -0.09 0.27 -0.33 0.076
C -0.05 -1.24 -0.08 -0.643
C -1.29 0.92 0.35 -0.622
H -1.25 0.73 1.42 0.216
H 0.05 -1.44 0.98 0.215
H -0.11 0.47 -1.41 0.180
H -1.27 1.99 0.19 0.223
H 0.78 -1.70 -0.61 0.224
H -2.21 0.51 -0.05 0.219
H -0.98 -1.69 -0.44 0.215
```

Summary:
HOMO in eV: -10.3236
Kohn-Sham gap in eV: 10.2
Total charge: 0
SMILES string: CC(C)OOCl
LUMO level in eV: -0.11
Energy above the lowest of the compared OMol25 structures with the same formula, charge and spin in kcal/mol: 106.3